No. 1
{"formula": "C31H24Br5CeN5O2S2", "method": "the ωB97M-V functional and the def2-TZVPD basis", "symbols": ["Ce", "C", "C", "N", "C", "S", "N", "N", "C", "C", "C", "C", "C", "C", "C", "N", "H", "H", "H", "H", "H", "H", "H", "H", "H", "H", "H", "H", "H", "Br", "C", "C", "Br", "C", "Br", "C", "O", "C", "O", "C", "Br", "Br", "C", "C", "C", "C", "C", "C", "C", "C", "C", "C", "H", "H", "H", "H", "H", "H", "S", "C", "N", "C", "C", "C", "C", "H", "H", "H", "H", "H"], "xyz": [[-0.3502, 0.0728, -1.2322], [4.8616, 3.3696, 0.2694], [3.8618, 2.5799, 1.1111], [2.4956, 3.0314, 0.9301], [1.6323, 2.5694, 0.0035], [2.1897, 1.5217, -1.2229], [0.4162, 3.0950, 0.1107], [-0.5816, 2.4885, -0.5454], [-1.7319, 3.0901, -0.5797], [-1.9335, 4.4633, -0.0093], [-2.8515, 2.3739, -1.1799], [-4.1101, 2.9671, -1.3008], [-5.1363, 2.2735, -1.9117], [-4.9021, 0.9906, -2.3820], [-3.6423, 0.4555, -2.1942], [-2.6439, 1.1133, -1.6117], [5.8746, 3.0106, 0.4542], [4.8142, 4.4334, 0.5044], [4.6305, 3.2398, -0.7870], [4.0990, 2.6653, 2.1727], [3.9058, 1.5260, 0.8327], [2.1006, 3.6820, 1.5900], [-0.9648, 4.8540, 0.2827], [-2.5861, 4.4213, 0.8656], [-2.3804, 5.1278, -0.7493], [-4.2759, 3.9633, -0.9208], [-6.1117, 2.7295, -2.0197], [-5.6793, 0.4131, -2.8594], [-3.4281, -0.5580, -2.5165], [0.9472, -2.2010, -7.8490], [0.4791, -2.1592, -6.0182], [0.3197, -3.3398, -5.3067], [0.4923, -5.0153, -6.1622], [0.0222, -3.2707, -3.9461], [-0.2191, -4.8369, -2.9001], [-0.1320, -2.0687, -3.2693], [-0.4188, -2.0188, -1.9769], [-0.0058, -0.8466, -4.0087], [-0.2017, 0.3026, -3.3936], [0.3055, -0.9390, -5.3635], [0.4254, 0.7040, -6.2975], [2.2945, -1.7737, -0.5517], [2.3565, -1.3126, 1.3266], [3.4759, -1.7241, 1.9910], [3.5939, -1.4814, 3.3705], [2.5756, -0.8571, 4.0302], [1.4115, -0.4345, 3.3475], [0.3589, 0.1889, 4.0535], [-0.7538, 0.6082, 3.3877], [-0.8620, 0.4180, 1.9989], [0.1040, -0.2052, 1.2267], [1.2707, -0.6351, 1.9405], [4.2607, -2.2380, 1.4536], [4.4943, -1.7840, 3.8879], [2.6380, -0.6765, 5.0966], [0.4575, 0.3257, 5.1238], [-1.5595, 1.0957, 3.9232], [-1.7807, 0.7751, 1.5340], [-2.9177, -1.8033, 0.1212], [-1.9883, -2.7144, 1.1865], [-0.8432, -3.3161, 0.7526], [0.0130, -3.9655, 1.5678], [-0.2371, -4.0661, 2.9003], [-1.4406, -3.5270, 3.3979], [-2.3126, -2.9012, 2.5531], [-0.6383, -3.2240, -0.2456], [0.8937, -4.3887, 1.1085], [0.4731, -4.5467, 3.5556], [-1.6746, -3.6189, 4.4506], [-3.2496, -2.4912, 2.8984]], "atomic_forces_ev_per_a": [[0.330, -0.093, 0.938], [-0.124, -0.078, 0.079], [0.159, 0.119, -0.220], [-0.083, -0.123, -0.054], [-0.080, 0.400, 0.084], [-0.498, -0.487, -0.208], [-0.215, 0.302, 0.591], [-0.018, 0.116, -0.271], [0.471, 0.287, 0.267], [0.090, -0.204, -0.098], [-0.399, -0.155, -0.202], [0.179, 0.009, 0.022], [-0.018, -0.121, -0.040], [-0.039, 0.152, 0.091], [-0.019, -0.288, -0.173], [0.047, 0.279, 0.141], [0.023, 0.027, -0.018], [0.035, 0.007, 0.023], [0.040, 0.010, -0.025], [-0.033, -0.022, -0.006], [0.001, -0.010, 0.104], [-0.052, -0.033, 0.015], [-0.063, 0.061, 0.057], [-0.020, 0.064, 0.006], [-0.049, 0.011, 0.013], [0.022, 0.018, -0.020], [0.000, 0.000, 0.009], [0.039, -0.042, -0.020], [0.056, 0.016, 0.015], [-0.071, 0.037, 0.128], [0.042, -0.073, -0.057], [0.035, -0.031, -0.042], [0.004, 0.095, 0.099], [-0.031, -0.367, 0.219], [0.039, 0.098, -0.039], [0.153, 0.124, -0.936], [-0.186, 0.751, -0.044], [0.146, -1.524, -0.664], [-0.200, 0.058, 1.053], [-0.059, 0.480, -0.099], [0.025, -0.093, 0.105], [-0.154, -0.048, 0.645], [0.227, -0.181, -0.444], [-0.048, -0.001, -0.187], [-0.043, 0.101, 0.097], [0.102, -0.074, 0.017], [-0.115, -0.027, -0.173], [-0.071, 0.084, -0.025], [0.019, 0.048, 0.244], [0.027, -0.172, -0.756], [0.050, 0.312, 0.355], [0.070, -0.185, -0.268], [0.025, 0.018, 0.017], [-0.026, -0.042, 0.038], [0.018, 0.017, 0.005], [-0.001, 0.024, 0.002], [-0.009, -0.012, 0.003], [0.020, -0.028, -0.067], [-0.046, 0.445, -0.237], [0.098, -0.194, -0.070], [-0.266, 0.086, 0.036], [0.203, -0.099, 0.081], [0.004, 0.025, 0.127], [0.005, -0.043, -0.178], [0.126, 0.053, 0.053], [0.063, 0.024, 0.030], [0.020, 0.074, -0.121], [0.009, -0.057, -0.059], [-0.016, 0.009, -0.002], [0.030, 0.060, 0.011]], "mulliken_charge": [-0.389, -1.202, -0.434, -0.137, 0.323, -0.269, -1.250, 1.325, 0.865, -1.908, 0.661, -1.086, -0.473, -1.128, -0.142, 0.391, 0.382, 0.337, 0.286, 0.475, 0.170, 0.280, 0.367, 0.361, 0.407, 0.424, 0.422, 0.429, 0.636, -0.174, 0.179, 0.269, -0.186, 0.118, -0.145, -0.816, 0.470, 0.721, -0.572, -0.030, -0.141, -0.042, 0.774, -0.654, -0.855, -1.011, 0.568, -1.091, -1.217, -0.476, 0.396, 1.103, 0.464, 0.440, 0.423, 0.391, 0.422, 0.258, -0.321, 0.674, 0.302, -0.295, -0.742, -0.092, -0.933, -0.007, 0.449, 0.440, 0.398, 0.416], "lumo_ev": [-0.91, -0.92], "de_lowest_kcal_mol": 2.3, "multiplicity": 1, "homo_lumo_gap_ev": [6.755, 6.749], "homo_energy_ev": [-7.67, -7.67]}


No. 2
{"formula": "C2H6ClN3O2S", "method": "the ωB97M-V functional and the def2-TZVPD basis", "symbols": ["C", "C", "N", "N", "N", "O", "O", "S", "Cl", "H", "H", "H", "H", "H", "H"], "xyz": [[1.1947, -0.3402, -1.1772], [0.2498, -0.4638, 1.0960], [1.6370, 1.7780, 0.4812], [-1.0132, 0.2357, -0.8087], [0.1727, 0.0874, -0.2415], [1.1019, 2.6433, 1.0429], [-3.4036, 0.6786, -0.9072], [-2.4017, 0.3368, 0.0542], [-2.6562, -1.8204, 0.4030], [1.0988, -1.4094, -1.3832], [1.0507, 0.2077, -2.1057], [2.1821, -0.1320, -0.7723], [-0.1963, -1.4626, 1.1293], [1.2909, -0.5155, 1.4083], [-0.3076, 0.1764, 1.7809]], "atomic_forces_ev_per_a": [[0.216, -0.067, -0.468], [0.088, -0.376, 0.560], [-0.464, 2.228, 1.055], [0.408, 0.332, -0.790], [-0.881, -0.966, 0.095], [0.816, -1.329, -0.848], [-0.457, 0.234, -0.455], [0.344, -0.322, 0.797], [-0.030, 0.133, -0.021], [-0.064, 0.005, 0.060], [0.028, -0.009, 0.036], [-0.091, -0.035, 0.018], [0.102, 0.092, -0.073], [-0.093, 0.070, -0.019], [0.077, 0.009, 0.053]], "nbo_charge": [-0.418, -0.471, 0.169, -0.498, -0.129, -0.196, -0.868, 1.440, -0.376, 0.209, 0.237, 0.219, 0.236, 0.227, 0.219], "lumo_ev": [-0.09, -1.85], "de_lowest_kcal_mol": 0.0, "multiplicity": 1, "homo_lumo_gap_ev": [8.635, 7.232], "homo_energy_ev": [-8.73, -9.08]}


No. 3
{"formula": "C4H10N2O2", "method": "the ωB97M-V functional and the def2-TZVPD basis", "symbols": ["C", "C", "O", "C", "N", "C", "N", "O", "H", "H", "H", "H", "H", "H", "H", "H", "H", "H"], "xyz": [[0.0288, -0.6664, -1.8065], [0.8309, 0.1800, -0.8743], [2.0065, -0.4626, -0.4365], [0.0645, 0.8108, 0.3317], [0.8393, 1.0989, 1.5506], [-0.9553, -0.3069, 0.7529], [-2.2169, -0.0112, 1.1342], [-0.4383, -1.4323, 0.8473], [0.6163, -1.0501, -2.6235], [-0.3325, -1.6028, -1.3417], [-0.7118, -0.0250, -2.3280], [1.3671, 0.9216, -1.7240], [1.9069, -1.2573, 0.0026], [-0.3685, 1.7085, -0.0173], [1.7302, 1.4515, 1.4419], [0.9828, 0.3896, 2.2106], [-2.6245, 0.9695, 1.2753], [-2.7257, -0.7158, 1.6048]], "atomic_forces_ev_per_a": [[-1.012, -0.818, -0.610], [2.906, 1.239, -2.127], [1.285, 2.435, -1.369], [0.285, -1.731, 0.341], [-2.279, 0.671, -0.512], [2.183, -0.236, 0.792], [-0.730, 2.553, -0.110], [-1.613, 1.121, 0.303], [0.790, 0.208, -0.293], [-0.508, 0.842, -0.187], [-0.214, -0.624, 0.611], [-1.699, -0.766, 2.805], [-1.133, -2.496, 1.447], [-0.849, 1.051, -0.218], [2.017, 1.217, -1.120], [-0.491, -1.706, 0.531], [1.457, -2.098, -0.595], [-0.394, -0.863, 0.312]], "nbo_charge": [-0.666, 0.105, -0.740, -0.159, -0.831, 0.686, -0.810, -0.654, 0.223, 0.233, 0.211, 0.181, 0.477, 0.193, 0.370, 0.370, 0.413, 0.400], "lumo_ev": 0.83, "de_lowest_kcal_mol": 56.6, "smiles": "C[C@H](O)[C@H](N)C(N)=O", "multiplicity": 1, "homo_lumo_gap_ev": 10.152, "homo_energy_ev": -9.32}